{
  "formula": "C4H10O3",
  "method": "wB97M-V/def2-TZVPD",
  "de_lowest_kcal_mol": 78.11,
  "total_energy_ha": -384.0252,
  "smiles": "C=CC(=C)O.O.O",
  "orbital_gap_ev": 9.7,
  "total_charge": 0,
  "species": ["C", "C", "O", "C", "C", "H", "H", "H", "H", "H", "H", "H", "H", "O", "H", "H", "O"],
  "positions_angstrom": [[1.33530, 1.04529, -1.65612], [1.13132, 1.15275, -0.33166], [1.45700, -0.03052, 0.42437], [0.55976, 2.38986, 0.37398], [-0.05890, 2.30165, 1.53962], [1.42670, 0.02378, -2.04715], [1.27136, 1.85213, -2.47524], [2.44942, -0.12759, 0.47061], [0.15616, 3.18851, -0.26975], [0.05527, 1.32787, 1.99779], [-1.02314, 2.82048, 1.87956], [0.48070, -1.73329, -0.47180], [-0.10629, -2.77362, -1.48868], [0.63038, -2.49667, -1.07122], [-2.62741, -2.95335, 0.50619], [-3.57518, -3.04603, 1.82277], [-3.56245, -2.94125, 0.79673]],
  "forces_ev_per_a": [[-0.7, 0.6, -1.0], [1.3, 0.6, -0.1], [0.4, 1.2, 0.1], [-1.2, -0.7, -1.5], [-1.9, -1.3, 0.7], [0.5, 0.4, 0.2], [-0.2, -1.1, 1.9], [-1.7, 0.3, -0.3], [1.0, -0.3, -0.1], [0.2, 0.1, 0.7], [2.1, 0.0, -0.6], [-0.1, -0.7, -0.7], [-4.0, -1.0, -1.9], [4.2, 1.8, 2.6], [-0.7, 0.0, 0.6], [0.4, 0.3, -2.9], [0.4, -0.2, 2.3]],
  "nbo_charge": [-0.45, 0.26, -0.75, -0.26, -0.36, 0.22, 0.22, 0.50, 0.22, 0.20, 0.22, 0.49, 0.46, -0.96, 0.47, 0.48, -0.95]
}

***

{
  "formula": "C4H10O3",
  "method": "wB97M-V/def2-TZVPD",
  "de_lowest_kcal_mol": 112.01,
  "total_energy_ha": -383.9711,
  "orbital_gap_ev": 7.6,
  "total_charge": 0,
  "species": ["C", "C", "C", "C", "O", "O", "O", "H", "H", "H", "H", "H", "H", "H", "H", "H", "H"],
  "positions_angstrom": [[0.77076, -1.48097, 0.07054], [1.23929, 1.23967, 0.12139], [0.14853, -0.48526, -0.98874], [-1.72348, 0.26329, 0.13514], [-2.73274, -0.55041, -0.05200], [-1.76013, 1.60436, -0.31393], [0.78850, 0.72097, -1.09266], [0.99680, -2.28216, -0.59094], [0.02287, -1.75014, 0.78917], [1.66050, -1.14681, 0.49572], [2.25263, 1.06267, 0.21329], [0.74796, 0.79788, 0.98123], [0.98069, 2.29865, 0.17749], [-0.19003, -0.76100, -2.01850], [-1.29801, 0.14392, 1.13430], [-3.05660, -0.36769, -0.87796], [-2.50477, 1.88910, 0.28743]],
  "forces_ev_per_a": [[-2.1, 0.4, -3.2], [-1.9, 0.9, 0.4], [-2.5, 1.7, 2.7], [6.6, -0.3, -1.4], [-1.3, -1.1, 2.7], [-2.3, -1.2, 1.7], [0.3, -0.1, -0.9], [0.4, -1.4, 0.1], [-0.2, -0.3, 0.5], [1.3, 0.7, 0.7], [2.3, 0.0, 0.3], [-0.2, -0.2, 0.1], [0.3, 0.0, -0.3], [0.4, -0.4, 1.2], [-0.4, 0.2, 0.0], [-1.6, 0.3, -3.5], [0.9, 0.7, -1.1]],
  "nbo_charge": [-0.68, -0.25, 0.10, 0.34, -0.69, -0.72, -0.53, 0.22, 0.22, 0.21, 0.17, 0.17, 0.20, 0.19, 0.12, 0.47, 0.46]
}

***

{
  "formula": "C4H10O3",
  "method": "wB97M-V/def2-TZVPD",
  "de_lowest_kcal_mol": 48.35,
  "total_energy_ha": -384.0726,
  "smiles": "O=CCCCO.O",
  "orbital_gap_ev": 10.5,
  "total_charge": 0,
  "species": ["C", "O", "C", "C", "C", "O", "H", "H", "H", "H", "H", "H", "H", "H", "H", "H", "O"],
  "positions_angstrom": [[0.42446, -0.41001, 0.17397], [0.43131, -1.80826, 0.50565], [-0.99310, -0.10491, -0.28998], [-1.39907, 1.29394, 0.19142], [-2.86737, 1.62389, 0.10278], [-3.44571, 1.67354, -0.95280], [1.16606, -0.43420, -0.60978], [0.76925, 0.22033, 1.00861], [0.05368, -1.96657, 1.38307], [-1.67621, -0.88801, 0.04262], [-1.01507, -0.43119, -1.35972], [-0.93228, 1.66614, 1.09646], [-1.03880, 1.91701, -0.62715], [-3.42008, 1.86077, 1.03908], [4.13529, -1.90470, -0.87800], [5.23232, -1.25047, -0.07304], [4.57531, -1.05729, -0.75319]],
  "forces_ev_per_a": [[-0.3, -1.7, 0.5], [0.5, -0.5, 0.8], [0.1, -0.8, -0.1], [-0.5, 0.6, -2.3], [-0.2, -0.2, 0.1], [-0.1, -0.1, 0.1], [0.1, 0.9, -0.4], [-0.1, -0.2, -0.2], [0.0, 0.2, -0.3], [0.1, 0.1, 1.0], [-0.2, 1.6, 0.3], [0.0, -0.5, 0.3], [0.4, 0.6, 0.1], [0.1, -0.1, -0.1], [-0.1, 0.1, -0.1], [-0.1, 0.2, -0.1], [0.1, -0.2, 0.2]],
  "nbo_charge": [-0.06, -0.73, -0.43, -0.53, 0.45, -0.52, 0.19, 0.16, 0.46, 0.22, 0.24, 0.22, 0.24, 0.11, 0.47, 0.47, -0.94]
}

***

{
  "formula": "C4H10O3",
  "method": "wB97M-V/def2-TZVPD",
  "de_lowest_kcal_mol": 118.91,
  "total_energy_ha": -383.9601,
  "orbital_gap_ev": 9.4,
  "total_charge": 0,
  "species": ["C", "O", "C", "C", "O", "C", "O", "H", "H", "H", "H", "H", "H", "H", "H", "H", "H"],
  "positions_angstrom": [[-1.44025, -2.26600, -0.75642], [-0.80913, -1.45530, 0.21349], [-0.06508, -0.36879, -0.30985], [0.08925, 0.64505, 0.79432], [1.09587, 0.29319, 1.73877], [0.49633, 1.91686, 0.09489], [1.44921, 2.63734, 0.73495], [-2.04848, -3.02519, -0.24909], [-0.67317, -2.76304, -1.35340], [-2.09316, -1.68214, -1.42743], [1.17216, 0.03249, -0.97381], [-0.60340, 0.03618, -1.16799], [-0.87601, 0.73771, 1.31137], [1.50871, -0.51801, 1.41231], [-0.34600, 2.55783, -0.21794], [1.22161, 1.25767, -1.10589], [1.92155, 1.96414, 1.26175]],
  "forces_ev_per_a": [[0.1, -0.2, -0.3], [1.0, -0.1, -0.4], [0.4, 0.7, -0.6], [-0.1, 0.2, -0.5], [-0.1, -0.3, -0.2], [0.9, -0.6, -1.9], [0.3, 0.1, 0.3], [0.2, 0.3, 0.0], [-0.1, -0.1, -0.2], [0.2, 0.0, 0.2], [-1.9, -2.2, 1.5], [-0.4, 0.3, 0.0], [0.3, 0.2, -0.1], [0.0, 0.1, 0.1], [0.6, -0.4, -0.2], [-1.6, 1.7, 2.0], [0.1, 0.3, 0.1]],
  "nbo_charge": [-0.25, -0.54, -0.08, -0.04, -0.72, 0.08, -0.69, 0.20, 0.17, 0.17, 0.13, 0.17, 0.21, 0.49, 0.20, 0.02, 0.49]
}

***

{
  "formula": "C4H10O3",
  "method": "wB97M-V/def2-TZVPD",
  "de_lowest_kcal_mol": 52.49,
  "total_energy_ha": -384.0660,
  "smiles": "O=CCCCO.O",
  "orbital_gap_ev": 10.6,
  "total_charge": 0,
  "species": ["O", "C", "C", "C", "C", "O", "H", "H", "H", "H", "H", "H", "H", "H", "H", "H", "O"],
  "positions_angstrom": [[1.04924, -1.19765, 2.65595], [0.04901, -1.15110, 1.98124], [-0.19161, -0.19938, 0.84314], [-1.47889, -0.18165, 0.05595], [-1.32620, 0.72961, -1.18058], [-0.63730, 2.02562, -1.04434], [-0.82787, -1.65409, 2.44699], [-0.12717, 0.86791, 1.17948], [0.74972, -0.27546, 0.27493], [-1.69111, -1.19091, -0.35518], [-2.25297, 0.38158, 0.63927], [-2.23946, 0.73901, -1.78015], [-0.60723, 0.24864, -1.81481], [-0.52866, 2.30929, -0.13281], [3.74173, -0.59436, -0.58874], [2.73773, -0.19387, -1.63660], [3.58101, -0.66322, -1.54374]],
  "forces_ev_per_a": [[0.4, 0.0, -1.0], [-1.2, 0.9, 2.2], [1.4, 1.3, -0.1], [-0.1, 1.0, -0.7], [1.8, -0.2, -0.4], [-1.2, -0.7, 0.1], [-0.2, -0.3, -0.8], [0.4, -1.0, 0.7], [-0.5, -0.1, -0.6], [-0.7, 0.7, 0.5], [0.1, -1.5, 0.0], [-0.2, 0.8, 0.4], [0.3, -0.7, -0.6], [-0.3, -0.1, 0.1], [0.1, -0.1, -0.4], [0.3, -0.1, -0.2], [-0.4, 0.3, 0.6]],
  "nbo_charge": [-0.51, 0.44, -0.53, -0.43, -0.06, -0.73, 0.11, 0.23, 0.23, 0.23, 0.21, 0.18, 0.16, 0.46, 0.47, 0.46, -0.93]
}

***

{
  "formula": "C4H10O3",
  "method": "wB97M-V/def2-TZVPD",
  "de_lowest_kcal_mol": 30.41,
  "total_energy_ha": -384.1012,
  "smiles": "C[C@@H](O)CC=O.O",
  "orbital_gap_ev": 11.0,
  "total_charge": 0,
  "species": ["O", "C", "C", "C", "C", "O", "H", "H", "H", "H", "H", "H", "H", "H", "H", "H", "O"],
  "positions_angstrom": [[-2.67016, 1.24070, -1.64227], [-1.59491, 1.29490, -1.13573], [-1.29806, 0.84786, 0.27473], [0.02400, 0.02183, 0.24428], [0.35986, -0.48682, 1.63705], [0.02360, -1.12257, -0.66325], [-0.70239, 1.65028, -1.67394], [-2.06958, 0.30487, 0.80988], [-0.94935, 1.70055, 0.86195], [0.77156, 0.65735, -0.22871], [-0.30707, -1.27439, 1.96467], [0.28773, 0.37881, 2.30427], [1.40029, -0.80160, 1.69842], [-0.84509, -1.23027, -1.06686], [2.66400, -0.34787, -1.39242], [2.02831, -1.58868, -0.85713], [2.87726, -1.24496, -1.13494]],
  "forces_ev_per_a": [[-0.8, 0.0, -0.7], [0.2, -0.2, 1.1], [1.8, -0.6, -0.3], [-0.7, -1.0, -0.5], [0.7, 1.3, -0.2], [-0.6, 0.4, 0.3], [0.1, 0.2, -0.2], [-0.4, 0.1, -0.2], [-0.5, 0.3, 0.0], [0.4, 0.3, 0.6], [-0.1, -0.1, -0.1], [-0.1, -0.2, 0.2], [-0.1, -0.3, -0.1], [0.1, -0.1, 0.0], [0.1, 0.2, -0.2], [-0.4, -0.3, 0.0], [0.4, 0.0, 0.1]],
  "nbo_charge": [-0.50, 0.44, -0.54, 0.11, -0.63, -0.76, 0.11, 0.23, 0.24, 0.17, 0.22, 0.21, 0.23, 0.48, 0.46, 0.48, -0.94]
}